{
  "formula": "C21H21CeCl2NOSSi",
  "method": "wB97M-V/def2-TZVPD",
  "species": ["Ce", "Cl", "C", "C", "C", "C", "C", "Cl", "C", "S", "H", "H", "H", "C", "Si", "C", "C", "N", "C", "C", "C", "C", "C", "C", "O", "C", "C", "C", "C", "C", "C", "H", "H", "H", "H", "H", "H", "H", "H", "H", "H", "H", "H", "H", "H", "H", "H", "H", "H"],
  "xyz": [[0.077876, -1.093574, -0.230686], [2.820224, -0.920997, -0.272946], [3.376992, -0.973071, 1.424484], [4.749481, -1.047327, 1.559325], [5.279856, -1.108650, 2.833573], [4.429986, -1.101561, 3.925976], [3.057501, -1.024059, 3.751081], [2.074443, -1.032886, 5.169507], [2.463538, -0.949471, 2.478122], [0.702688, -0.838736, 2.344205], [5.383806, -1.062722, 0.682844], [6.350629, -1.168744, 2.972233], [4.822893, -1.158390, 4.931926], [-4.663213, -2.492490, -0.958545], [-2.842385, -2.266287, -1.035783], [-2.098457, -3.112808, -2.526773], [-2.021254, -3.161285, 0.443857], [-2.060372, -0.731894, -0.918522], [-2.404380, 0.594421, -1.170763], [-3.708268, 1.084647, -1.274362], [-3.956984, 2.440220, -1.430811], [-2.909886, 3.349452, -1.495189], [-1.602670, 2.886232, -1.438686], [-1.384191, 1.534845, -1.303519], [-0.056541, 0.982886, -1.338246], [0.984991, 1.786947, -0.791850], [2.036324, 2.110043, -1.622247], [3.098950, 2.829024, -1.095963], [3.077883, 3.225745, 0.237568], [1.991483, 2.911805, 1.042548], [0.928768, 2.182491, 0.528918], [-4.866999, -3.563882, -0.888198], [-5.161627, -2.108812, -1.851871], [-5.096703, -2.002193, -0.083616], [-2.320097, -4.184718, -2.548635], [-1.006757, -3.019303, -2.519817], [-2.441316, -2.678033, -3.469837], [-2.654233, -3.983757, 0.785963], [-1.886434, -2.509562, 1.312282], [-1.072475, -3.646238, 0.187725], [-4.532176, 0.384152, -1.198709], [-4.979787, 2.790115, -1.493228], [-3.101670, 4.408229, -1.601390], [-0.767781, 3.570774, -1.522111], [2.017790, 1.797316, -2.658269], [3.936979, 3.087695, -1.730226], [3.902205, 3.796477, 0.645202], [1.965429, 3.233663, 2.075991], [0.065917, 1.954271, 1.137451]],
  "forces_ev_per_angstrom": [[-1.292, -0.976, -0.074], [1.078, -0.008, 0.180], [0.053, -0.011, -0.022], [-0.027, -0.010, -0.114], [0.030, -0.003, 0.077], [0.032, 0.009, 0.010], [0.006, -0.004, 0.044], [-0.032, 0.025, -0.052], [-0.116, -0.005, 0.019], [0.291, -0.056, 0.271], [-0.032, 0.005, 0.040], [-0.027, 0.003, 0.005], [-0.012, 0.005, -0.024], [-0.316, 0.293, 0.039], [0.675, -0.229, 0.121], [-0.237, -0.175, -0.238], [-0.181, 0.082, -0.151], [0.171, 0.468, 0.102], [-0.139, -0.297, -0.139], [-0.101, 0.021, 0.097], [0.027, -0.038, 0.001], [-0.018, -0.026, 0.005], [0.091, 0.104, -0.164], [0.012, 0.160, -0.166], [-0.181, 0.703, 0.273], [-0.264, 0.143, -0.330], [0.120, -0.020, -0.133], [0.016, 0.021, 0.066], [-0.007, -0.007, -0.065], [0.091, -0.028, 0.083], [-0.034, 0.053, 0.019], [-0.027, 0.033, -0.015], [-0.007, -0.032, 0.049], [-0.031, -0.057, -0.035], [0.011, 0.074, -0.025], [0.114, -0.015, -0.027], [0.020, -0.021, 0.055], [0.053, 0.007, -0.031], [0.035, -0.051, 0.137], [0.196, -0.105, 0.065], [0.027, 0.044, 0.006], [0.037, -0.021, 0.005], [0.007, -0.029, -0.003], [-0.011, -0.012, 0.009], [0.005, 0.016, -0.009], [-0.025, 0.001, 0.025], [-0.018, -0.023, -0.017], [0.003, -0.018, -0.039], [-0.066, 0.004, 0.071]],
  "gap_ha": [0.26061, 0.26256],
  "molar_mass_g_mol": 574.58,
  "charge": 1,
  "homo_ev": [-10.7066, -10.7078],
  "lumo_ha": [-0.13285, -0.13095],
  "total_energy_ha": -3025.893217,
  "multiplicity": 2
}


{
  "formula": "C21H21Cl2F4NO2S",
  "method": "wB97M-V/def2-TZVPD",
  "species": ["O", "S", "O", "F", "N", "Cl", "C", "C", "C", "Cl", "H", "H", "H", "H", "H", "H", "F", "C", "C", "C", "C", "C", "C", "H", "H", "H", "H", "H", "F", "C", "C", "C", "C", "C", "C", "H", "H", "H", "H", "H", "F", "C", "C", "C", "C", "C", "C", "H", "H", "H", "H", "H"],
  "xyz": [[6.564319, -1.500836, 1.491363], [6.850562, -1.134304, 0.085391], [8.066950, -1.749857, -0.448049], [7.059133, 0.478769, 0.057926], [5.480519, -1.498167, -0.936335], [4.873367, -3.021283, -0.412901], [4.480000, -0.386434, -0.834880], [2.992345, -0.816965, -0.990256], [2.263605, -1.072261, 0.371883], [2.134216, 0.431189, 1.377661], [4.700115, 0.301988, -1.683789], [4.613829, 0.236670, 0.079646], [2.833465, -1.646305, -1.709904], [2.464271, 0.057266, -1.437891], [1.229185, -1.419429, 0.150343], [2.748362, -1.892009, 0.938453], [0.188295, -2.745881, -1.098282], [-1.057041, -2.969007, -0.622345], [-2.140733, -2.414180, -1.277754], [-3.420849, -2.647619, -0.791118], [-3.597924, -3.423201, 0.349732], [-2.498206, -3.969684, 1.000745], [-1.218468, -3.746718, 0.509751], [-1.980606, -1.807560, -2.158512], [-4.277453, -2.226004, -1.298696], [-4.595789, -3.601342, 0.731033], [-2.637129, -4.569697, 1.890945], [-0.350341, -4.171377, 0.998423], [-3.592125, -0.071398, -2.278037], [-4.512604, 0.180850, -3.228238], [-5.029906, 1.458109, -3.347826], [-5.975575, 1.716975, -4.331248], [-6.399246, 0.695665, -5.174745], [-5.873928, -0.583641, -5.039471], [-4.920169, -0.843705, -4.063745], [-4.693395, 2.237995, -2.676570], [-6.382563, 2.714061, -4.439765], [-7.139876, 0.898747, -5.938274], [-6.206879, -1.379200, -5.693728], [-4.493166, -1.832581, -3.949153], [-0.252451, 3.182253, 5.982532], [0.848182, 3.579857, 5.320646], [1.360884, 4.842904, 5.557123], [2.500775, 5.250716, 4.876329], [3.107087, 4.396700, 3.961762], [2.577704, 3.132404, 3.731201], [1.444188, 2.717528, 4.418046], [0.870070, 5.496401, 6.267133], [2.915762, 6.233888, 5.058265], [3.993490, 4.718041, 3.428725], [3.047946, 2.469633, 3.016566], [1.022914, 1.732977, 4.257568]],
  "forces_ev_per_angstrom": [[-0.024, 1.647, -3.244], [2.873, -2.914, 3.480], [-2.723, 1.812, 0.084], [-0.891, -1.888, -0.647], [0.615, 1.490, 0.503], [0.247, -0.142, 0.011], [-0.824, 0.941, -0.675], [-0.355, 0.959, 0.650], [-0.314, -0.990, -0.891], [0.200, -0.655, -0.416], [0.116, -0.623, 0.505], [-0.249, -0.725, -0.378], [0.261, 0.312, 0.643], [0.435, -0.522, 0.212], [0.857, 0.574, 0.315], [-0.143, 0.846, -0.028], [-0.001, -0.110, -0.164], [-0.704, -0.155, 0.230], [0.153, 0.054, -0.202], [0.180, -0.228, 0.246], [-0.029, -0.003, -0.025], [-0.071, 0.137, -0.187], [0.269, -0.047, 0.073], [0.029, -0.017, 0.034], [0.053, 0.022, 0.021], [0.041, 0.004, -0.008], [0.039, 0.008, -0.032], [-0.003, 0.027, -0.021], [0.008, 0.137, -0.027], [-0.420, 0.146, -0.442], [0.094, 0.145, 0.154], [0.039, -0.278, -0.042], [-0.031, 0.030, -0.026], [0.011, 0.223, 0.091], [0.117, -0.187, 0.087], [0.025, -0.041, -0.005], [0.024, -0.022, 0.037], [0.030, -0.014, 0.028], [0.041, 0.008, 0.027], [0.004, 0.025, 0.018], [-0.075, -0.024, 0.047], [0.463, 0.165, -0.278], [-0.109, 0.110, 0.148], [-0.032, -0.250, -0.117], [0.034, 0.047, -0.010], [-0.036, 0.219, 0.145], [-0.113, -0.192, -0.019], [-0.009, -0.048, 0.000], [-0.042, -0.019, 0.010], [-0.032, -0.019, 0.020], [-0.007, -0.005, 0.058], [-0.018, 0.030, 0.008]],
  "de_lowest_kj_mol": 84.8,
  "gap_ha": 0.32296,
  "molar_mass_g_mol": 498.37,
  "homo_ev": -9.1926,
  "lumo_ha": -0.01486,
  "total_energy_ha": -2735.993210
}